Record 1
# C30H27O2P2SbSe4V

C30H27O2P2SbSe4V as an isolated structure (wB97M-V/def2-TZVPD, the Open Molecules 2025 dataset).

Atoms and positions in Å:
V (0.3099, 0.1320, -0.2638)
C (-1.4324, -0.9120, -1.1852)
C (-0.3868, -0.8684, -2.1358)
C (-0.1188, 0.4959, -2.4378)
C (-1.0106, 1.2938, -1.6823)
C (-1.8139, 0.4298, -0.8986)
H (-1.8437, -1.7986, -0.7293)
H (0.1201, -1.7281, -2.5459)
H (0.5855, 0.8580, -3.1704)
H (-1.0755, 2.3715, -1.7244)
H (-2.6434, 0.7162, -0.2700)
O (0.7385, -3.6034, 0.0009)
P (1.3967, -3.5793, 1.3351)
C (0.3967, -3.2917, 2.8844)
P (-1.1092, -2.2687, 3.0205)
O (-2.0011, -2.2379, 1.8366)
C (-0.8510, -0.6519, 3.7798)
C (-1.6086, 0.3982, 3.2701)
C (-1.4047, 1.6902, 3.7280)
C (-0.4543, 1.9390, 4.7061)
C (0.2941, 0.8930, 5.2272)
C (0.1057, -0.3959, 4.7563)
C (-1.9362, -3.2207, 4.3533)
C (-1.3856, -3.4264, 5.6166)
C (-2.0488, -4.1992, 6.5571)
C (-3.2735, -4.7760, 6.2436)
C (-3.8308, -4.5720, 4.9902)
C (-3.1635, -3.7990, 4.0483)
C (3.2129, -3.4999, 1.3591)
C (3.9796, -3.1874, 2.4770)
C (5.3578, -3.0984, 2.3763)
C (5.9803, -3.2995, 1.1503)
C (5.2146, -3.5980, 0.0322)
C (3.8344, -3.6955, 0.1311)
C (1.4045, -5.4891, 1.7191)
C (2.3853, -6.2033, 2.4002)
C (2.2869, -7.5802, 2.5870)
C (1.1973, -8.2756, 2.0877)
C (0.2050, -7.5791, 1.4049)
C (0.3123, -6.2086, 1.2258)
H (1.0958, -3.0414, 3.6902)
H (0.0035, -4.2825, 3.1247)
H (-2.3407, 0.1896, 2.4997)
H (-1.9295, 2.5145, 3.2622)
H (-0.2622, 2.9555, 5.0254)
H (1.0570, 1.0906, 5.9698)
H (0.7379, -1.1926, 5.1313)
H (-0.4345, -2.9757, 5.8735)
H (-1.6111, -4.3530, 7.5360)
H (-3.7900, -5.3835, 6.9771)
H (-4.7870, -5.0175, 4.7430)
H (-3.5763, -3.6284, 3.0613)
H (3.4956, -2.9771, 3.4239)
H (5.9461, -2.8403, 3.2487)
H (7.0561, -3.2048, 1.0648)
H (5.6924, -3.7330, -0.9310)
H (3.2208, -3.9044, -0.7363)
H (3.2554, -5.6893, 2.7947)
H (3.0715, -8.1075, 3.1188)
H (1.1235, -9.3491, 2.2197)
H (-0.6538, -8.1091, 1.0077)
H (-0.4558, -5.6679, 0.6832)
Se (0.0200, 5.5100, -1.5139)
Sb (1.5155, 4.3971, -0.0321)
Se (1.8748, 1.8056, 0.7299)
Se (1.8195, -0.8853, 1.3263)
Se (2.9843, 5.8755, 1.1883)

* net charge: -2
* multiplicity: 4
* HOMO-LUMO gap (spin up / spin down): 0.1859 / 0.2006 hartree

Record 2
# C30H28AsCl6GeO4Pd

C30H28AsCl6GeO4Pd as an isolated structure (wB97M-V/def2-TZVPD, the Open Molecules 2025 dataset).

Atoms and positions in Å:
Pd (-0.6550, 0.4851, 0.0780)
Cl (2.7663, 0.3605, 0.1762)
C (1.9083, 0.1937, 1.6744)
C (0.5261, 0.3484, 1.6833)
C (-0.1396, 0.1721, 2.8901)
Cl (-1.8693, 0.3098, 2.9380)
C (0.5475, -0.1391, 4.0625)
Cl (-0.3044, -0.3742, 5.5294)
C (1.9368, -0.2508, 4.0359)
Cl (2.7996, -0.6106, 5.4694)
C (2.6264, -0.0663, 2.8372)
Cl (4.3359, -0.1211, 2.8030)
Ge (0.7621, 2.4119, -0.3004)
C (1.1973, 2.4800, -2.1480)
C (2.2835, 3.2488, -2.5700)
C (2.6266, 3.2745, -3.9128)
C (1.8950, 2.5274, -4.8263)
C (0.8222, 1.7522, -4.4049)
C (0.4662, 1.7216, -3.0652)
C (-1.1229, 2.6915, 0.2198)
C (-1.3640, 3.0451, 1.5596)
C (-2.4911, 3.7693, 1.9105)
C (-3.3709, 4.1814, 0.9205)
C (-3.1347, 3.8787, -0.4212)
C (-2.0267, 3.1380, -0.7713)
H (1.6815, 2.9702, 0.7655)
H (2.8646, 3.8233, -1.8580)
H (3.4655, 3.8710, -4.2452)
H (2.1683, 2.5436, -5.8733)
H (0.2666, 1.1624, -5.1222)
H (-0.3573, 1.0974, -2.7367)
H (-0.6548, 2.7547, 2.3263)
H (-2.6757, 4.0182, 2.9466)
H (-4.2448, 4.7611, 1.1904)
H (-3.8137, 4.2371, -1.1842)
H (-1.8410, 2.8985, -1.8089)
C (2.5951, -4.1462, 3.1210)
C (3.1759, -3.6639, 1.8207)
C (4.5314, -3.4212, 1.6800)
C (5.0508, -2.9596, 0.4798)
Cl (6.7525, -2.6318, 0.3517)
C (4.2215, -2.7356, -0.5975)
C (2.8573, -2.9782, -0.4767)
C (2.3421, -3.4509, 0.7174)
O (1.0254, -3.7601, 0.9387)
C (0.0703, -3.5898, -0.0903)
C (-0.4898, -2.1754, 0.0212)
O (-1.5428, -1.9581, 0.6150)
O (0.2461, -1.2431, -0.4739)
H (3.3631, -4.1926, 3.8916)
H (2.1512, -5.1368, 3.0107)
H (1.7960, -3.4840, 3.4614)
H (5.1944, -3.5830, 2.5207)
H (4.6298, -2.3646, -1.5278)
H (2.2174, -2.7572, -1.3186)
H (-0.7190, -4.3102, 0.1025)
H (0.4941, -3.7691, -1.0786)
C (-3.8403, -2.0641, -1.3977)
As (-3.6205, -0.1700, -1.3080)
C (-4.5944, 0.6055, -2.7596)
C (-4.3599, 0.4305, 0.3601)
O (-2.0231, 0.2999, -1.5003)
H (-4.9022, -2.3060, -1.3576)
H (-3.3095, -2.4980, -0.5546)
H (-3.4155, -2.4225, -2.3339)
H (-5.6523, 0.3624, -2.6736)
H (-4.1955, 0.2034, -3.6886)
H (-4.4595, 1.6849, -2.7410)
H (-5.3815, 0.7774, 0.2155)
H (-3.7452, 1.2445, 0.7416)
H (-4.3434, -0.4021, 1.0608)

* net charge: +1
* HOMO-LUMO gap: 0.2141 hartree

Record 3
# C30H28BFNO18

A 5-piece molecular cluster, C30H28BFNO18 overall (wB97M-V/def2-TZVPD, the Open Molecules 2025 dataset).

Atoms and positions in Å:
C (3.3811, -1.2106, 2.6056)
C (3.0563, -1.0457, 1.1189)
O (3.7207, -1.7234, 0.3451)
N (2.1028, -0.1571, 0.5901)
B (0.6555, -0.7615, 0.3812)
C (-0.1059, -1.3125, 1.7264)
C (-0.9498, -0.2460, 2.4816)
F (-1.0851, -2.2694, 1.2676)
C (2.1217, 1.1531, 1.1443)
C (1.9317, 1.4817, 2.6287)
O (2.2541, 2.1047, 0.3954)
H (3.7145, -0.2592, 3.0249)
H (2.5393, -1.5576, 3.2080)
H (4.1656, -1.9593, 2.6953)
H (-0.0405, 0.0340, -0.2193)
H (0.7713, -1.7118, -0.3697)
H (0.5260, -1.8684, 2.4306)
H (-0.5238, -0.1422, 3.4880)
H (-2.0061, -0.4985, 2.4838)
H (-0.7476, 0.7035, 1.9816)
H (1.1219, 2.1880, 2.7989)
H (1.8019, 0.6103, 3.2674)
H (2.8539, 1.9722, 2.9620)
C (-6.3085, 0.5036, 2.0266)
C (-7.5107, -0.0753, 1.9450)
C (-7.7229, -1.5176, 2.3050)
O (-8.8534, -1.9767, 2.2293)
C (-6.5743, -2.2961, 2.7237)
C (-5.3623, -1.7235, 2.8031)
C (-5.1551, -0.2701, 2.4707)
O (-4.0418, 0.1980, 2.5823)
O (-4.2871, -2.4012, 3.1763)
O (-8.5999, 0.5777, 1.5443)
H (-6.1465, 1.5416, 1.7726)
H (-6.7368, -3.3374, 2.9626)
H (-3.5362, -1.7746, 3.1481)
H (-9.3144, -0.0843, 1.5803)
C (-12.6354, -1.5383, -1.6583)
C (-11.5488, -1.6497, -0.8829)
C (-10.1916, -1.2289, -1.3653)
O (-9.2587, -1.3417, -0.5969)
C (-10.0674, -0.7148, -2.7213)
C (-11.1534, -0.6075, -3.4962)
C (-12.5166, -1.0025, -3.0058)
O (-13.4658, -0.8623, -3.7558)
O (-11.0976, -0.1456, -4.7442)
O (-11.5996, -2.1355, 0.3552)
H (-13.6189, -1.8354, -1.3229)
H (-9.0813, -0.4314, -3.0615)
H (-12.0147, -0.1696, -5.0766)
H (-10.6817, -2.1128, 0.7009)
C (5.2692, -0.1926, -4.5197)
C (6.4510, -0.5746, -5.0108)
C (7.5870, -0.9776, -4.1202)
O (8.6340, -1.3329, -4.6440)
C (7.3891, -0.9216, -2.6882)
C (6.2019, -0.5360, -2.1785)
C (5.0517, -0.1548, -3.0730)
O (4.0028, 0.1724, -2.5696)
O (5.9926, -0.4723, -0.8844)
O (6.7023, -0.6242, -6.3250)
H (4.4449, 0.0987, -5.1553)
H (8.2223, -1.2007, -2.0585)
H (5.0588, -0.1823, -0.7733)
H (7.6248, -0.9324, -6.4000)
C (9.3597, 2.0198, -0.6248)
C (8.2762, 2.0151, 0.1675)
C (8.0700, 3.0647, 1.2243)
O (7.0621, 3.0211, 1.9010)
C (9.0982, 4.0855, 1.3898)
C (10.1766, 4.0828, 0.5995)
C (10.3698, 3.0509, -0.4728)
O (11.3696, 3.1219, -1.1672)
O (11.1474, 4.9912, 0.7092)
O (7.3284, 1.0897, 0.0633)
H (9.5188, 1.2727, -1.3902)
H (8.9489, 4.8254, 2.1635)
H (11.8000, 4.7602, 0.0210)
H (6.6640, 1.3173, 0.7421)

* net charge: -1
* HOMO-LUMO gap: 0.1725 hartree

Record 4
# C30H28BrCoN7O3S2

C30H28BrCoN7O3S2 as an isolated structure (wB97M-V/def2-TZVPD, the Open Molecules 2025 dataset).

Atoms and positions in Å:
Co (0.0155, 0.4295, -0.2569)
O (-0.8631, 4.4638, 3.3525)
C (0.2431, 4.8935, 2.6642)
C (0.8437, 6.1175, 2.9311)
C (1.9789, 6.4960, 2.2313)
C (2.5189, 5.6513, 1.2695)
C (1.9007, 4.4370, 1.0046)
C (0.7617, 4.0467, 1.6922)
C (0.0508, 2.7552, 1.3213)
O (0.3326, 2.3247, 0.0741)
N (0.4877, 1.7185, 2.3199)
N (0.3937, 0.4601, 1.9500)
C (0.6656, -0.5117, 2.7379)
C (0.6183, -1.9050, 2.3120)
Br (-0.1170, -2.2151, 0.5750)
C (0.9972, -2.9160, 3.0918)
C (1.0731, -4.3552, 2.7485)
C (1.8002, -4.7956, 1.6424)
C (1.8992, -6.1497, 1.3560)
C (1.2682, -7.0831, 2.1686)
C (0.5455, -6.6547, 3.2736)
C (0.4578, -5.3008, 3.5664)
H (-1.1935, 5.1804, 3.8997)
H (0.4139, 6.7799, 3.6777)
H (2.4409, 7.4531, 2.4423)
H (3.4011, 5.9498, 0.7160)
H (2.2673, 3.7732, 0.2300)
H (-1.0261, 2.9131, 1.4950)
H (0.5911, 1.9533, 3.2968)
H (0.9892, -0.3300, 3.7638)
H (1.2874, -2.6518, 4.1078)
H (2.2979, -4.0712, 1.0079)
H (2.4744, -6.4769, 0.4979)
H (1.3426, -8.1404, 1.9421)
H (0.0532, -7.3775, 3.9135)
H (-0.1169, -4.9706, 4.4260)
C (-5.0300, -1.2573, -3.2423)
S (-3.6566, -0.1762, -3.6761)
C (-2.2670, -0.7756, -2.7163)
S (-2.3322, -2.0410, -1.6067)
N (-1.2110, -0.0883, -3.0573)
N (-0.1426, -0.0676, -2.2695)
C (1.0000, -0.3089, -2.7978)
C (2.1838, -0.1099, -1.9760)
C (3.4701, -0.1376, -2.5008)
C (4.5425, 0.1232, -1.6690)
C (4.3056, 0.4142, -0.3322)
C (3.0001, 0.4031, 0.1191)
N (1.9678, 0.1276, -0.6742)
H (-5.1896, -1.9887, -4.0320)
H (-4.7799, -1.7620, -2.3112)
H (-5.9180, -0.6389, -3.1167)
H (1.0749, -0.6201, -3.8343)
H (3.6066, -0.3486, -3.5544)
H (5.5549, 0.1082, -2.0541)
H (5.1138, 0.6465, 0.3478)
H (2.7659, 0.6089, 1.1569)
N (-3.9649, 3.7499, -2.2204)
C (-4.1048, 3.7572, -0.8740)
O (-4.6476, 4.6584, -0.2585)
C (-3.5529, 2.5604, -0.1519)
C (-4.1558, 2.1727, 1.0334)
C (-3.6719, 1.0601, 1.6963)
C (-2.5765, 0.4010, 1.1736)
N (-1.9509, 0.8051, 0.0683)
C (-2.4388, 1.8628, -0.5878)
H (-4.3432, 4.5270, -2.7328)
H (-3.6652, 2.9332, -2.7279)
H (-4.9903, 2.7505, 1.4120)
H (-4.1266, 0.7027, 2.6097)
H (-2.1843, -0.4905, 1.6462)
H (-1.8839, 2.1777, -1.4620)

* multiplicity: 2
* HOMO-LUMO gap (spin up / spin down): 0.2544 / 0.2595 hartree

Max |F|, respectively: 1.8; 0.5; 1.9; 1.1 eV/A.